The following is a quantum chemistry calculation of a 6-piece molecular cluster, C34H69IO10 overall, from the OMol25 dataset.

XYZ file:
```
114
Properties=species:S:1:pos:R:3:forces:R:3
C 7.496870 -0.374134 -0.198590 0.1 -0.7 -0.4
C 6.824691 -1.274344 -1.429427 0.1 0.6 0.6
O 5.883872 -2.208086 -0.787506 -0.3 -0.7 -2.2
C 5.405743 -3.236796 -1.770799 0.8 0.3 -0.2
C 4.046732 -4.040542 -1.208008 0.5 1.2 -1.6
C 4.011101 -5.555644 -1.811252 -0.5 -0.7 -0.8
C 5.311394 -6.494949 -1.579455 0.2 -0.6 -0.5
C 6.244814 -6.214792 -0.287082 1.4 -1.1 -0.2
C 7.785848 -6.764013 -0.635683 -0.6 0.2 1.9
O 8.682273 -5.694455 -1.116605 -1.6 -0.1 -0.1
O 4.075688 -3.903570 0.237984 -1.0 -1.7 -0.8
C 3.376952 -4.934701 0.985545 -1.0 -0.6 2.1
C 2.803939 -3.202499 -1.958452 0.4 -2.3 -1.3
C 1.320748 -3.818851 -1.701280 -1.2 0.0 -0.4
C 0.587563 -3.509478 -0.290969 -0.9 0.5 1.1
C -0.667193 -2.416049 -0.447474 0.0 -0.9 -0.2
O -0.822447 -1.537470 0.722495 1.2 -0.7 -0.4
O 2.950731 -1.757780 -1.952753 -0.6 -0.7 1.8
C 2.857893 -1.076908 -0.691430 -0.4 0.5 1.5
I 3.346049 1.061699 -1.137063 -0.3 -1.2 0.2
H 7.334510 -0.954793 0.828837 0.4 1.4 -2.4
H 8.660457 -0.271763 -0.412047 -2.5 -0.2 0.6
H 7.028281 0.696569 -0.122479 0.8 -2.2 -0.2
H 7.646337 -1.904243 -1.997771 -1.5 1.3 1.0
H 6.217027 -0.574862 -2.168760 1.4 -1.5 1.3
H 5.202055 -2.728121 -2.831838 0.2 -1.0 2.4
H 6.322054 -3.943882 -1.935793 -1.8 0.9 0.2
H 3.879082 -5.465633 -2.995701 0.3 0.0 2.6
H 3.059944 -6.194165 -1.472038 2.0 1.8 -0.5
H 5.978899 -6.477076 -2.567090 -1.3 0.1 2.2
H 4.925085 -7.621748 -1.502281 0.9 2.4 -0.2
H 6.380854 -5.103776 0.043160 -0.6 -2.0 -0.6
H 5.890728 -6.866709 0.632065 0.6 1.5 -1.9
H 7.758809 -7.688324 -1.355751 0.1 1.9 1.1
H 8.237697 -7.117863 0.410721 -0.8 0.6 -2.3
H 8.197135 -4.830613 -1.265363 0.5 -1.8 0.4
H 2.959707 -4.416584 1.977842 0.9 -1.0 -2.2
H 4.052075 -5.826895 1.380229 -1.0 2.0 -1.1
H 2.448973 -5.425743 0.475220 1.8 1.1 0.6
H 3.010110 -3.481129 -3.109228 -0.4 0.8 2.6
H 1.279525 -5.000844 -1.866478 0.6 2.7 0.2
H 0.617871 -3.382585 -2.562837 1.5 -0.9 1.8
H 0.080826 -4.480849 0.181026 1.3 2.0 -1.1
H 1.315698 -3.091707 0.557630 -1.4 -0.9 -2.0
H -1.667106 -3.063389 -0.513602 2.1 1.6 0.1
H -0.576768 -1.765396 -1.431116 0.0 -1.3 2.0
H 0.048557 -1.348631 1.180721 -1.4 -0.6 -1.1
H 3.610434 -1.358802 0.152091 -1.1 0.1 -2.0
H 1.791257 -1.009535 -0.191870 1.9 -0.3 -1.5
C -0.545911 2.105178 1.411547 0.5 -0.3 0.3
C -1.617876 1.746779 0.414966 -0.1 -0.1 -0.7
C -2.880145 2.132413 1.154969 -0.3 0.0 0.3
O -2.540235 3.229581 2.013928 0.2 -0.2 -0.1
C -1.111862 3.354910 2.049620 -0.1 0.4 0.1
H 0.437251 2.264165 0.961441 -0.1 0.0 0.1
H -0.455824 1.310461 2.161645 0.0 0.1 0.0
H -1.508952 2.363844 -0.484726 0.0 0.0 0.1
H -1.604332 0.696477 0.112977 0.0 0.1 0.1
H -3.237181 1.311894 1.786347 0.0 -0.1 -0.1
H -3.687620 2.429929 0.479744 0.0 0.1 0.1
H -0.840788 4.249418 1.478300 0.1 0.0 0.0
H -0.778906 3.486532 3.082822 -0.1 0.0 -0.1
C -6.467421 2.500555 3.181005 0.6 0.2 0.0
C -7.761071 2.751091 2.449956 -0.5 0.4 0.1
C -7.939978 1.465155 1.672781 0.0 -0.3 -0.3
O -7.332706 0.422438 2.448079 0.0 0.3 0.1
C -6.564075 1.024437 3.498810 -0.1 -0.4 0.2
H -6.338617 3.120781 4.071629 0.0 -0.1 -0.1
H -5.620152 2.683633 2.509473 0.0 0.0 0.1
H -8.578097 2.868205 3.171642 0.0 0.0 -0.1
H -7.740349 3.636937 1.810142 0.0 -0.1 0.0
H -7.423255 1.508509 0.708166 -0.1 0.1 -0.1
H -8.992357 1.226070 1.494459 0.1 -0.1 0.0
H -7.096863 0.855745 4.440995 0.1 0.0 0.1
H -5.584125 0.543277 3.561049 -0.1 -0.1 -0.1
C 10.186433 -0.824886 4.490449 0.1 -0.6 0.3
C 10.953398 0.159205 3.645427 0.4 0.5 0.1
C 10.246382 0.050408 2.312036 -0.1 -0.1 -0.4
O 8.880036 -0.284358 2.591600 0.3 0.0 0.4
C 8.774791 -0.653308 3.973639 -0.4 0.2 0.0
H 10.272221 -0.642416 5.564612 0.0 0.0 -0.1
H 10.538223 -1.843078 4.285833 -0.1 0.1 0.1
H 10.831718 1.170372 4.051401 0.1 -0.1 -0.1
H 12.022810 -0.056701 3.580180 -0.1 0.0 0.0
H 10.669657 -0.754771 1.702208 0.1 0.0 0.0
H 10.287515 0.980957 1.738583 -0.1 -0.1 0.0
H 8.256685 0.157558 4.497179 0.0 -0.1 0.1
H 8.179489 -1.565725 4.067464 0.0 0.1 -0.1
C -5.133349 3.649019 -2.263836 0.5 -0.3 0.3
C -6.155362 3.368097 -3.334960 -0.1 0.1 -0.6
C -7.420766 3.185912 -2.525514 -0.3 -0.2 0.2
O -7.290976 4.010419 -1.359123 0.3 -0.2 -0.2
C -5.932578 4.461938 -1.269019 -0.1 0.4 0.2
H -4.246948 4.173897 -2.628907 -0.1 0.0 0.1
H -4.809941 2.707860 -1.803439 0.0 0.1 0.0
H -6.254082 4.240803 -3.991250 0.0 -0.1 0.0
H -5.916280 2.499834 -3.954212 -0.1 0.1 0.1
H -7.532874 2.149123 -2.191053 0.0 0.0 -0.1
H -8.318526 3.472420 -3.080853 0.0 0.0 0.1
H -5.917183 5.527185 -1.524060 0.1 0.0 0.0
H -5.571775 4.343343 -0.243618 -0.1 0.0 0.0
C -10.492373 5.522591 -1.289986 0.0 -0.1 0.6
C -11.502454 5.402353 -2.401747 -0.3 -0.4 -0.4
C -11.424076 6.767362 -3.050012 0.0 0.4 -0.1
O -10.081000 7.237198 -2.869657 -0.3 -0.2 0.1
C -9.421425 6.381056 -1.926676 0.4 0.1 -0.3
H -10.112847 4.561095 -0.935068 0.0 0.1 0.0
H -10.938237 6.051155 -0.439008 0.1 -0.1 -0.1
H -11.181257 4.632081 -3.112796 -0.1 0.1 0.1
H -12.508579 5.151032 -2.056689 0.1 0.0 -0.1
H -12.095956 7.479577 -2.559408 -0.1 0.0 0.0
H -11.664126 6.739205 -4.116804 0.1 0.1 0.1
H -8.699440 5.769653 -2.478903 0.0 0.0 0.2
H -8.878872 6.986580 -1.195466 0.0 0.0 -0.1
```
Forces are in eV/Å.

---

The following is a quantum chemistry calculation of a 4-piece molecular cluster, C34H69N3O3S overall, from the OMol25 dataset.

XYZ file:
```
110
Properties=species:S:1:pos:R:3:forces:R:3
C -7.018238 3.867254 -0.270075 0.4 0.6 -0.5
C -7.542079 3.244086 -1.628592 -0.6 0.7 0.1
C -8.515379 2.013087 -1.479128 0.2 -0.2 0.2
C -8.145600 0.984597 -0.345453 0.1 -0.2 -0.2
C -6.711024 0.343971 -0.445080 -1.9 -1.1 -0.6
C -6.145076 0.181522 -1.908287 1.5 0.1 0.9
C -4.979483 -0.900050 -1.805906 -0.5 0.0 0.3
C -4.527776 -1.483336 -3.201801 0.1 0.1 -0.1
C -3.377828 -0.711948 -3.902922 1.0 1.2 -1.6
C -3.710333 0.105365 -5.072408 2.0 -0.2 1.0
C -2.658571 0.844616 -5.745094 0.6 -0.5 0.8
C -1.265038 0.826679 -5.306709 -1.5 -1.3 1.4
C -0.916245 0.022503 -4.141619 -1.4 -0.4 -0.4
C 0.542870 -0.057351 -3.565220 -1.2 1.2 0.0
C -1.976478 -0.731349 -3.496974 -0.7 0.4 -0.5
C -3.830867 -0.219605 -0.963695 -0.7 0.8 -1.6
S -4.455948 0.209018 0.694529 2.1 -1.7 2.2
O -3.444236 0.974234 1.407499 -1.6 0.4 -1.5
O -4.718215 -1.062725 1.373682 -0.9 1.4 -1.4
O -5.832665 1.079146 0.452401 2.0 -1.0 -0.5
H -7.301917 4.954949 -0.196864 0.2 -1.1 -0.1
H -5.895081 3.858709 -0.306005 -1.1 -0.2 0.5
H -7.396850 3.374498 0.654495 0.5 0.2 -0.8
H -8.139070 4.055416 -2.138738 0.6 -0.9 0.3
H -6.666690 3.058030 -2.302715 -0.8 -0.1 0.6
H -8.599170 1.440815 -2.445243 0.1 0.7 0.8
H -9.541334 2.404627 -1.257883 0.8 -0.3 -0.1
H -8.879049 0.129795 -0.380129 0.7 0.8 0.0
H -8.251790 1.436870 0.672146 0.1 -0.4 -0.8
H -6.780442 -0.703117 -0.025543 0.0 1.1 -0.3
H -5.655300 1.154757 -2.199439 -0.7 -0.9 0.0
H -6.915329 -0.079638 -2.671632 0.5 0.1 0.8
H -5.364392 -1.767000 -1.196542 0.3 0.8 -0.6
H -5.422358 -1.444544 -3.886939 0.9 0.0 0.7
H -4.307913 -2.579917 -3.073131 0.1 1.1 -0.1
H -4.767164 0.151268 -5.420177 1.0 0.0 0.2
H -2.914015 1.452884 -6.644608 0.2 -0.6 0.9
H -0.456849 1.399932 -5.809899 -0.9 -0.4 0.3
H 0.886789 1.015687 -3.508176 0.1 -1.2 -0.2
H 0.518362 -0.403730 -2.496346 0.1 0.0 -1.2
H 1.216328 -0.664593 -4.213304 -0.5 0.5 0.6
H -1.724288 -1.369316 -2.613473 0.0 0.6 -0.9
H -3.575364 0.743389 -1.494807 -0.1 -0.8 0.7
H -2.891401 -0.822707 -0.926194 -1.0 0.4 0.7
C -4.026774 2.634048 4.178584 0.1 0.0 -0.1
C -3.484121 3.990271 4.609322 -0.1 -0.2 0.0
N -2.131600 3.936176 5.144724 0.2 0.1 0.3
C -1.721621 5.172162 5.797564 -0.1 0.0 0.1
C -1.596544 6.426955 4.928931 0.2 0.2 0.1
C -1.128422 3.320160 4.287476 -0.1 -0.3 -0.1
C -0.904801 3.927832 2.899624 0.2 0.0 -0.1
H -3.990142 1.915002 5.000076 0.1 0.1 0.0
H -5.069282 2.736239 3.867458 0.0 0.0 0.0
H -3.476488 2.225572 3.332383 -0.1 0.0 0.1
H -4.152002 4.371939 5.388897 0.2 0.2 0.1
H -3.561930 4.687428 3.763143 -0.1 0.0 -0.1
H -0.771923 5.006528 6.316627 0.0 -0.1 -0.1
H -2.442459 5.384999 6.595385 -0.1 -0.1 -0.1
H -0.695936 6.404333 4.316105 -0.1 0.0 -0.1
H -1.518589 7.307576 5.572516 0.0 0.0 0.0
H -2.460810 6.573233 4.279831 0.0 0.0 0.0
H -1.391344 2.266144 4.155610 -0.1 0.1 0.0
H -0.170605 3.291108 4.817006 -0.1 0.2 0.1
H -1.840458 4.173313 2.394184 0.0 0.0 0.0
H -0.373971 3.210385 2.267145 0.0 0.0 0.0
H -0.287810 4.825289 2.944953 -0.1 0.0 0.0
C 5.633715 -0.487816 -0.569805 0.0 0.0 0.1
C 4.231704 -0.098175 -0.122445 0.1 0.0 0.0
N 3.501751 -1.180504 0.520751 -0.3 -0.2 -0.1
C 2.084898 -0.890964 0.700451 -0.1 0.1 -0.1
C 1.710917 0.258379 1.640346 -0.2 0.0 0.1
C 4.159104 -1.810028 1.657144 0.3 -0.1 0.0
C 4.535701 -0.921195 2.845924 0.0 -0.1 0.2
H 5.609444 -1.355313 -1.233195 0.0 0.0 0.1
H 6.090353 0.340326 -1.116416 0.0 0.0 0.0
H 6.283659 -0.713846 0.277938 0.0 0.0 0.0
H 3.681853 0.208502 -1.018442 -0.2 -0.1 0.1
H 4.299221 0.789813 0.521124 0.0 0.1 0.0
H 1.569715 -1.798454 1.031288 0.2 0.0 0.0
H 1.659326 -0.672403 -0.286118 0.2 0.0 0.0
H 1.827883 -0.022678 2.686320 0.1 0.1 0.0
H 0.657485 0.515055 1.498580 0.0 0.0 0.0
H 2.294446 1.160247 1.450285 0.0 0.0 0.0
H 5.071431 -2.298236 1.298021 0.0 0.1 -0.1
H 3.540094 -2.637003 2.018771 -0.2 0.1 -0.1
H 4.979619 0.026781 2.536421 0.0 0.0 0.0
H 5.272993 -1.435764 3.468715 0.0 0.0 0.0
H 3.676960 -0.711384 3.482614 0.0 0.1 0.0
C 10.017551 -5.854442 -2.167126 0.0 0.1 0.0
C 8.504356 -5.695248 -2.239110 0.1 0.0 0.0
N 7.843206 -5.778848 -0.945584 -0.2 -0.2 0.2
C 6.393669 -5.897299 -1.046445 -0.1 -0.2 -0.1
C 5.623744 -4.716025 -1.643736 -0.2 0.0 0.1
C 8.323141 -4.863911 0.079427 0.4 0.0 0.0
C 8.262452 -3.363835 -0.221222 0.0 0.2 0.2
H 10.292702 -6.791672 -1.679011 0.0 0.1 0.0
H 10.434670 -5.865683 -3.176498 0.0 0.0 0.0
H 10.490131 -5.029150 -1.630797 0.0 0.0 0.0
H 8.126851 -6.502483 -2.874990 -0.2 0.1 0.1
H 8.271796 -4.754587 -2.757484 0.0 0.0 -0.1
H 5.981972 -6.122276 -0.057384 0.2 0.1 0.0
H 6.171226 -6.784799 -1.649903 0.2 0.0 0.0
H 5.547199 -3.887314 -0.939922 0.0 0.0 -0.1
H 4.602021 -5.028536 -1.875045 0.0 0.0 0.0
H 6.070613 -4.351615 -2.569926 0.0 0.0 0.0
H 9.361835 -5.120705 0.309875 0.0 0.0 -0.1
H 7.788561 -5.057177 1.014765 -0.1 -0.1 -0.2
H 8.596601 -3.123703 -1.232375 0.0 0.0 0.0
H 8.915362 -2.824846 0.471546 0.0 0.0 0.0
H 7.258192 -2.964662 -0.082872 0.0 0.0 -0.1
```
Forces are in eV/Å.

---

no.,HOMO (Ha)
1,-0.33775
2,-0.28427